# C20H33CrNO4

A structure of composition C20H33CrNO4 (the ωB97M-V functional and the def2-TZVPD basis, OMol25).

Its energy above the lowest of the compared OMol25 structures with the same formula, charge and spin is 1.5 kcal/mol. The multiplicity is 5. Its HOMO energy (alpha / beta) is -4.5706 / -5.5222 eV.

Each line ends with the Mulliken spin population.
Atoms and positions in Å:
1 Cr -0.20 0.07 0.74  3.832
2 C 1.41 -1.82 2.68  0.049
3 C 0.24 -2.73 2.36  0.010
4 O -0.43 -2.19 1.24  -0.039
5 C -1.67 -2.83 0.95  -0.025
6 C -2.44 -2.01 -0.06  0.057
7 O -2.64 -0.66 0.33  0.031
8 C -3.49 -0.41 1.43  -0.002
9 C -2.85 0.68 2.26  0.046
10 O -1.54 0.19 2.57  -0.039
11 C -0.83 0.83 3.62  0.049
12 C 0.28 -0.14 4.00  -0.018
13 O 0.99 -0.47 2.81  -0.013
14 H 2.12 -1.81 1.85  -0.027
15 H 1.93 -2.16 3.58  0.006
16 H -0.46 -2.81 3.20  -0.006
17 H 0.62 -3.74 2.14  0.004
18 H -2.22 -2.95 1.89  -0.001
19 H -1.49 -3.83 0.53  -0.005
20 H -3.40 -2.50 -0.27  0.007
21 H -1.87 -1.94 -0.99  -0.021
22 H -3.62 -1.31 2.05  -0.004
23 H -4.48 -0.09 1.08  0.002
24 H -3.42 0.85 3.18  0.007
25 H -2.77 1.61 1.70  -0.001
26 H -1.48 1.01 4.48  0.007
27 H -0.42 1.78 3.27  0.015
28 H -0.16 -1.04 4.45  -0.004
29 H 0.95 0.31 4.73  0.001
30 C -0.32 3.67 -0.90  -0.028
31 C -0.63 2.91 -2.19  0.014
32 C -1.93 2.11 -2.07  -0.059
33 C 0.54 2.07 -2.69  0.082
34 C 1.09 2.40 -3.92  -0.035
35 C 2.16 1.70 -4.46  0.061
36 C 2.69 0.64 -3.74  -0.035
37 C 2.17 0.25 -2.52  0.067
38 C 2.82 -0.92 -1.81  -0.011
39 C 3.42 -0.54 -0.46  -0.005
40 C 1.89 -2.14 -1.68  0.009
41 C 1.06 0.96 -1.95  0.160
42 N 0.52 0.58 -0.79  -0.394
43 H -1.16 4.32 -0.64  0.003
44 H 0.57 4.29 -1.02  0.001
45 H -0.14 2.97 -0.08  0.085
46 H -0.80 3.67 -2.97  0.001
47 H -1.84 1.32 -1.33  0.093
48 H -2.19 1.65 -3.03  0.001
49 H -2.75 2.77 -1.79  0.001
50 H 0.67 3.24 -4.46  -0.003
51 H 2.58 1.99 -5.42  0.008
52 H 3.53 0.08 -4.14  -0.003
53 H 3.65 -1.23 -2.44  -0.001
54 H 2.66 -0.15 0.22  0.032
55 H 4.18 0.24 -0.58  -0.002
56 H 3.91 -1.41 0.00  0.003
57 H 1.01 -1.89 -1.09  0.033
58 H 2.42 -2.97 -1.21  0.002
59 H 1.55 -2.46 -2.67  0.000

# C2H3O3

The ion C2H3O3 with charge +1 (the ωB97M-V functional and the def2-TZVPD basis, OMol25).

Its energy above the lowest of the compared OMol25 structures with the same formula, charge and spin is 185.8 kcal/mol. Its total charge is +1. Its HOMO energy (alpha / beta) is -17.3141 / -16.7227 eV.

Each line ends with the natural charge from an NBO analysis.
Atoms and positions in Å:
1 C -0.39 0.34 -0.07  -0.102
2 C 0.11 -0.82 0.35  0.197
3 O -1.57 -3.34 1.81  0.069
4 O -0.82 -1.60 0.92  -0.146
5 O -0.53 -2.84 1.61  0.234
6 H 0.22 1.14 -0.61  0.269
7 H -1.41 0.47 0.08  0.231
8 H 1.16 -1.04 0.30  0.249

# C5H9NO

The molecule C5H9NO (the ωB97M-V functional and the def2-TZVPD basis, OMol25).

Its energy above the lowest of the compared OMol25 structures with the same formula, charge and spin is 26.3 kcal/mol. Its SMILES is C[C@@H](O)[C@@H](C)C#N. Its HOMO energy is -10.8267 eV.

Each line ends with the natural charge from an NBO analysis.
Atoms and positions in Å:
1 C -0.39 0.23 -1.69  -0.628
2 C -0.01 0.89 -0.38  0.116
3 O -1.02 1.84 -0.10  -0.716
4 C 0.13 -0.09 0.84  -0.356
5 C -0.13 -1.59 0.59  -0.593
6 C 1.43 0.09 1.52  0.285
7 N 2.44 0.23 2.06  -0.331
8 H 0.35 -0.51 -2.01  0.215
9 H -0.46 1.00 -2.46  0.230
10 H -1.37 -0.26 -1.61  0.214
11 H 0.96 1.40 -0.52  0.175
12 H -0.72 2.41 0.61  0.471
13 H -0.64 0.24 1.55  0.254
14 H -0.06 -2.13 1.53  0.226
15 H 0.60 -2.02 -0.10  0.217
16 H -1.13 -1.72 0.18  0.220

# C31H33N3O5

A cluster of 2 separate species, C31H33N3O5 in total (the ωB97M-V functional and the def2-TZVPD basis, OMol25).

Its energy above the lowest of the compared OMol25 structures with the same formula, charge and spin is 162.8 kcal/mol. Its HOMO energy is -6.3844 eV.

Each line ends with the Löwdin charge.
Atoms and positions in Å:
1 C 1.42 -0.01 2.32  -0.028
2 C 0.13 -0.65 2.44  -0.350
3 O 0.11 -1.91 2.48  -0.029
4 C -1.09 0.22 2.48  -0.153
5 C -1.17 1.45 1.77  -0.079
6 C -2.34 2.25 1.86  -0.080
7 C -3.44 1.82 2.59  -0.112
8 C -3.36 0.61 3.31  -0.111
9 C -2.21 -0.18 3.22  -0.043
10 N 1.57 1.31 2.59  -0.388
11 O 2.72 1.84 2.68  -0.073
12 O 0.53 2.05 2.77  -0.071
13 H 2.34 -0.58 2.14  0.068
14 H -0.55 1.61 0.89  0.120
15 H -2.37 3.21 1.31  0.099
16 H -4.37 2.40 2.63  0.096
17 H -4.19 0.29 3.95  0.091
18 H -2.14 -1.12 3.76  0.109
19 C 2.96 -9.22 2.94  -0.041
20 O 2.41 -8.08 3.67  -0.066
21 C 2.82 -6.83 3.33  -0.241
22 C 2.21 -5.73 4.00  0.023
23 C 2.51 -4.44 3.63  0.015
24 C 3.45 -4.15 2.60  -0.186
25 C 3.79 -2.80 2.23  0.065
26 C 4.83 -2.51 1.35  -0.062
27 C 5.33 -1.27 0.97  0.046
28 N 6.32 -1.12 0.05  0.043
29 C 6.81 0.21 -0.31  -0.160
30 C 5.67 1.09 -0.82  -0.078
31 C 6.15 2.47 -1.23  -0.235
32 C 5.98 2.91 -2.55  -0.041
33 C 6.53 4.12 -2.96  -0.073
34 C 7.20 4.93 -2.03  -0.084
35 C 7.32 4.52 -0.70  -0.070
36 C 6.78 3.29 -0.29  -0.037
37 C 7.86 -0.09 -1.37  -0.369
38 O 8.57 0.73 -1.95  0.091
39 N 7.89 -1.44 -1.56  -0.039
40 C 8.79 -2.02 -2.53  -0.006
41 C 6.98 -2.21 -0.71  -0.452
42 C 7.82 -3.15 0.18  0.015
43 C 5.99 -2.97 -1.60  0.015
44 C 4.06 -5.28 1.96  -0.006
45 C 3.76 -6.58 2.31  -0.006
46 H 2.47 -10.08 3.39  0.093
47 H 2.73 -9.17 1.87  0.101
48 H 4.06 -9.30 3.09  0.098
49 H 1.51 -5.95 4.80  0.128
50 H 2.06 -3.60 4.16  0.129
51 H 3.25 -1.99 2.74  0.107
52 H 5.31 -3.38 0.90  0.048
53 H 5.03 -0.34 1.46  0.155
54 H 7.30 0.69 0.56  0.171
55 H 5.21 0.59 -1.69  0.133
56 H 4.91 1.17 -0.03  0.125
57 H 5.46 2.26 -3.25  0.113
58 H 6.42 4.44 -4.00  0.105
59 H 7.64 5.88 -2.35  0.102
60 H 7.81 5.15 0.04  0.106
61 H 6.85 2.95 0.74  0.117
62 H 9.34 -1.22 -3.02  0.099
63 H 9.50 -2.69 -2.05  0.094
64 H 8.22 -2.58 -3.29  0.095
65 H 8.63 -2.56 0.64  0.107
66 H 7.21 -3.60 0.97  0.074
67 H 8.27 -3.94 -0.43  0.093
68 H 5.53 -2.27 -2.30  0.106
69 H 6.50 -3.76 -2.16  0.093
70 H 5.20 -3.43 -0.99  0.073
71 H 4.85 -5.14 1.21  0.106
72 H 4.26 -7.40 1.78  0.108

# C2H4ClOP

A structure of composition C2H4ClOP (the ωB97M-V functional and the def2-TZVPD basis, OMol25).

Its energy above the lowest of the compared OMol25 structures with the same formula, charge and spin is 26.2 kcal/mol. The multiplicity is 3. Its HOMO energy (alpha / beta) is -6.7462 / -8.8947 eV.

Each line ends with the Mulliken spin population.
Atoms and positions in Å:
1 C -0.29 -1.69 -1.07  0.651
2 C 0.32 0.08 0.40  0.016
3 O 0.57 -1.14 -0.31  0.101
4 P 0.19 -2.94 -3.03  1.101
5 Cl -1.60 -2.86 -3.92  0.107
6 H -1.19 -1.14 -1.35  0.023
7 H 1.30 0.64 0.52  0.006
8 H -0.01 -0.12 1.45  0.002
9 H -0.41 0.78 -0.07  -0.006

# C22H18BF6N2O4S3

A cluster of 2 separate species, C22H18BF6N2O4S3 in total (the ωB97M-V functional and the def2-TZVPD basis, OMol25).

Its total charge is -1. Its HOMO energy is -4.4293 eV.

Each line ends with the natural charge from an NBO analysis.
Atoms and positions in Å:
1 F -0.78 -2.81 0.18  -0.311
2 C -1.76 -1.89 0.44  0.812
3 F -2.95 -2.40 0.09  -0.315
4 F -1.77 -1.67 1.78  -0.322
5 S -1.33 -0.45 -0.54  0.506
6 N -2.52 0.63 0.22  -1.091
7 S -4.23 0.76 -0.38  2.261
8 C -5.23 0.31 1.06  -0.228
9 C -6.22 -0.65 0.86  -0.209
10 C -7.18 -0.87 1.85  -0.220
11 C -7.14 -0.17 3.06  -0.185
12 C -6.11 0.76 3.27  -0.213
13 C -5.18 1.01 2.27  -0.212
14 O -4.39 2.15 -0.69  -0.884
15 O -4.38 -0.26 -1.39  -0.891
16 S -1.80 2.08 0.76  2.293
17 C -0.49 1.33 1.73  -0.270
18 C -0.54 1.30 3.13  -0.202
19 C 0.40 0.51 3.78  -0.236
20 C 1.32 -0.25 3.06  -0.178
21 C 1.41 -0.13 1.68  -0.231
22 C 0.59 0.79 1.03  -0.201
23 O -1.26 2.80 -0.35  -0.894
24 O -2.78 2.67 1.64  -0.947
25 H -6.25 -1.20 -0.08  0.248
26 H -7.99 -1.59 1.66  0.220
27 H -7.91 -0.32 3.82  0.216
28 H -6.06 1.33 4.21  0.220
29 H -4.41 1.75 2.45  0.267
30 H -1.33 1.84 3.65  0.236
31 H 0.39 0.46 4.88  0.215
32 H 2.03 -0.91 3.56  0.220
33 H 2.12 -0.71 1.09  0.254
34 H 0.78 1.09 0.00  0.262
35 C 4.98 -0.94 -4.50  -0.409
36 N 4.12 -0.62 -3.38  -0.360
37 C 2.99 -1.30 -2.93  -0.026
38 B 2.73 -2.78 -3.61  1.156
39 F 1.59 -3.27 -2.97  -0.555
40 F 2.58 -2.62 -5.01  -0.561
41 F 3.92 -3.47 -3.28  -0.562
42 C 2.52 -0.68 -1.77  -0.386
43 C 3.50 0.33 -1.42  -0.012
44 C 4.43 0.40 -2.50  0.122
45 C 5.63 1.10 -2.42  -0.260
46 C 5.96 1.73 -1.21  -0.255
47 C 5.10 1.59 -0.11  -0.246
48 C 3.87 0.94 -0.22  -0.255
49 H 5.43 -0.01 -4.89  0.185
50 H 5.78 -1.64 -4.21  0.198
51 H 4.36 -1.41 -5.27  0.246
52 H 1.64 -0.96 -1.20  0.198
53 H 6.29 1.12 -3.29  0.203
54 H 6.89 2.30 -1.11  0.197
55 H 5.41 1.98 0.86  0.193
56 H 3.23 0.87 0.65  0.194

Number 1: F_max 0.34 eV Å⁻¹, total energy -59373.6848 eV. Number 2: F_max 4.70 eV Å⁻¹, total energy -8248.2173 eV. Number 3: F_max 1.18 eV Å⁻¹, total energy -8868.0721 eV. Number 4: F_max 3.27 eV Å⁻¹, total energy -47384.0125 eV. Number 5: F_max 4.34 eV Å⁻¹, total energy -25993.0761 eV. Number 6: F_max 2.29 eV Å⁻¹, total energy -83768.0748 eV.